Model A:
C7H8O2 | ωB97M-V with the def2-TZVPD basis set

## Properties
- orbital gap (Ha) = 0.3413
- SMILES = CC#C/C(O)=C/C(C)=O
- E_LUMO (eV) = 0.15
- HOMO (eV) = -9.1

```
! wB97M-V def2-TZVPD RIJCOSX def2/J DEFGRID3
* xyz 0 1
C 1.389 1.172 -0.115
C 2.458 0.669 -0.071
C -0.883 0.193 -0.190
C -0.162 1.370 -0.066
C -2.317 0.299 -0.043
C 3.734 0.074 0.070
C -3.109 -0.898 0.194
O -2.892 1.408 -0.104
O -0.544 2.599 0.239
H -0.256 -0.745 -0.192
H 4.132 -0.088 1.129
H 4.422 0.783 -0.422
H 3.772 -1.007 -0.482
H -2.509 -1.749 -0.184
H -4.153 -0.877 -0.224
H -3.311 -0.854 1.405
H -1.595 2.416 0.199
*
```

Löwdin population analysis, charges in e, atoms 1 to 8: 0.077, -0.146, -0.005, -0.287, -0.498, -0.126, -0.034, 0.011

Model B:
C7H8O2 | ωB97M-V with the def2-TZVPD basis set

## Properties
- orbital gap (Ha) = 0.3450
- SMILES = C[C@]12OC=C[C@@H]1C=CO2
- E_LUMO (eV) = 1.01
- HOMO (eV) = -8.4

```
! wB97M-V def2-TZVPD RIJCOSX def2/J DEFGRID3
* xyz 0 1
C 1.462 0.804 -0.005
C 0.414 -0.150 -0.530
C 0.549 -1.983 0.600
C -0.405 -1.353 1.296
C -0.812 -0.295 0.287
C -1.482 1.060 0.033
C -1.092 1.308 -1.226
H 2.025 0.387 0.858
H 2.172 1.168 -0.853
H 0.989 1.718 0.430
H 1.167 -2.866 0.881
H -0.837 -1.636 2.208
H -1.439 -0.898 -0.382
H -2.215 1.552 0.598
H -1.297 2.202 -1.838
O 0.901 -1.478 -0.577
O -0.099 0.459 -1.781
*
```

Löwdin population analysis, charges in e, atoms 1 to 8: 0.016, -0.505, -0.171, 0.021, -0.220, 0.003, -0.117, 0.097

Model C:
C7H8O2 | ωB97M-V with the def2-TZVPD basis set

## Properties
- orbital gap (alpha / beta) (Ha) = 0.3031 / 0.3031
- E_LUMO (alpha / beta) (eV) = -1.08 / -1.05
- HOMO (alpha / beta) (eV) = -9.3 / -9.3

```
! wB97M-V def2-TZVPD RIJCOSX def2/J DEFGRID3
* xyz 0 1
C 0.363 1.418 -0.702
C -0.947 1.273 0.098
C -1.375 0.327 0.762
C -0.601 -1.009 1.167
C -0.329 -1.670 -0.255
C 0.736 -1.035 -1.025
C 1.400 0.253 -0.335
O 2.165 0.405 0.635
O 0.120 -1.119 2.222
H 0.168 1.435 -1.783
H 0.843 2.380 -0.438
H -1.566 2.236 -0.016
H -2.329 0.408 1.414
H -1.363 -1.661 1.638
H -0.728 -2.598 -0.477
H 1.182 -1.471 -1.850
H 2.261 0.427 -1.056
*
```

Löwdin population analysis, charges in e, atoms 1 to 8: -0.098, -0.148, -0.078, -0.467, 0.051, 0.045, -0.512, 0.114

Verdict on stability: model A comes out on top.

Model A:
CH3O3Si | ωB97M-V with the def2-TZVPD basis set

## Properties
- orbital gap (Ha) = 0.3067
- E_LUMO (eV) = 4.07
- HOMO (eV) = -4.3

```
! wB97M-V def2-TZVPD RIJCOSX def2/J DEFGRID3
* xyz -1 1
C -3.376 0.498 -0.044
O -3.916 -0.063 -1.012
O -3.837 1.410 0.569
O -2.035 -1.891 0.989
Si -2.012 -0.666 0.081
H 0.468 -1.250 -1.709
H 1.299 -1.047 -1.752
H -1.132 -0.581 -1.102
*
```

Okay, here come the Löwdin numbers, in e, for every atom: -0.923, -0.081, -0.038, -0.438, 0.566, -0.023, 0.033, -0.096

Model B:
CH3O3Si | ωB97M-V with the def2-TZVPD basis set

## Properties
- orbital gap (Ha) = 0.3120
- E_LUMO (eV) = 4.03
- HOMO (eV) = -4.5

```
! wB97M-V def2-TZVPD RIJCOSX def2/J DEFGRID3
* xyz -1 1
C 1.120 -0.972 -0.694
O 2.197 -0.730 -1.188
O 0.479 -2.042 -0.477
O -0.246 2.312 0.500
Si -0.362 -0.122 0.093
H -1.070 2.425 0.982
H -0.544 -0.553 1.475
H -1.575 -0.319 -0.691
*
```

Okay, here come the Löwdin numbers, in e, for every atom: -0.853, -0.032, -0.160, -0.490, 0.821, -0.133, -0.075, -0.078

Model C:
CH3O3Si | ωB97M-V with the def2-TZVPD basis set

## Properties
- orbital gap (Ha) = 0.2536
- E_LUMO (eV) = 3.27
- HOMO (eV) = -3.6

```
! wB97M-V def2-TZVPD RIJCOSX def2/J DEFGRID3
* xyz -1 1
C -1.906 -0.062 -0.203
O -2.489 -1.078 -0.355
O -2.104 1.193 0.004
O 2.806 -1.047 0.046
Si -0.018 0.530 0.171
H 2.654 -1.990 -0.026
H 0.227 1.348 1.353
H 0.830 1.106 -0.991
*
```

Okay, here come the Löwdin numbers, in e, for every atom: -0.787, 0.034, -0.160, -0.594, 0.890, -0.199, -0.104, -0.080

Verdict on stability: model A comes out on top.

Model A:
C5H16N3 | ωB97M-V with the def2-TZVPD basis set

## Properties
- orbital gap (Ha) = 0.4310
- E_LUMO (eV) = -2.92
- HOMO (eV) = -14.6

```
! wB97M-V def2-TZVPD RIJCOSX def2/J DEFGRID3
* xyz 1 1
C -0.366 2.662 -0.134
C 0.423 2.687 -1.446
H -1.311 2.126 -0.288
H 0.192 2.293 0.718
H -0.710 3.691 -0.028
H -0.152 3.302 -2.147
H 0.761 1.776 -1.943
H 1.339 3.266 -1.335
C -0.180 -0.446 1.400
C -0.838 -1.016 2.619
C 0.447 -1.762 -0.697
N 0.343 -1.673 0.621
N -0.060 -0.824 -1.511
N 0.988 -2.820 -1.308
H -0.899 -0.044 0.688
H 0.695 0.190 1.384
H -1.538 -1.841 2.630
H -1.201 -0.251 3.316
H 0.474 -2.572 1.033
H -0.579 -0.068 -1.094
H -0.164 -0.880 -2.514
H 1.043 -3.741 -0.938
H 1.262 -2.794 -2.272
H 0.031 -1.262 3.246
*
```

Löwdin population analysis, charges in e, atoms 1 to 8: -0.162, -0.168, 0.060, 0.049, 0.076, 0.073, 0.040, 0.067

Model B:
C5H16N3 | ωB97M-V with the def2-TZVPD basis set

## Properties
- orbital gap (Ha) = 0.4234
- E_LUMO (eV) = -3.04
- HOMO (eV) = -14.6

```
! wB97M-V def2-TZVPD RIJCOSX def2/J DEFGRID3
* xyz 1 1
C 2.664 -0.845 -1.948
C 1.718 -1.732 -1.134
H 3.060 -1.318 -2.845
H 2.218 0.116 -2.191
H 3.529 -0.603 -1.312
H 2.308 -2.613 -0.898
H 0.836 -2.036 -1.681
H 1.428 -1.339 -0.157
C -2.208 0.093 0.346
C -1.936 -1.218 -0.339
C -0.445 1.600 1.281
N -1.058 0.982 0.287
N -0.674 1.234 2.530
N 0.411 2.589 1.012
H -3.069 0.570 -0.138
H -2.536 -0.021 1.372
H -2.835 -1.674 -0.725
H -1.422 -1.897 0.336
H -0.686 1.182 -0.627
H -1.254 0.443 2.741
H -0.215 1.573 3.364
H 0.574 2.941 0.082
H 0.829 3.037 1.808
H -1.236 -1.064 -1.164
*
```

Löwdin population analysis, charges in e, atoms 1 to 8: -0.162, -0.176, 0.070, 0.046, 0.069, 0.066, 0.048, 0.050

Model C:
C5H16N3 | ωB97M-V with the def2-TZVPD basis set

## Properties
- orbital gap (Ha) = 0.3874
- E_LUMO (eV) = -3.61
- HOMO (eV) = -14.1

```
! wB97M-V def2-TZVPD RIJCOSX def2/J DEFGRID3
* xyz 1 1
C -1.422 0.696 -0.350
C -2.847 0.892 -0.985
C -0.854 -0.419 1.796
N -1.338 0.623 1.112
N -1.121 -1.817 1.345
N -0.262 -0.381 3.101
H -0.990 -0.210 -0.635
H -0.730 1.577 -0.650
H -3.578 0.073 -0.803
H -2.735 0.816 -2.192
H -1.573 1.431 1.630
H -1.611 -1.835 0.453
H -0.258 -2.420 1.217
H 0.089 0.403 3.711
H 0.091 -1.343 3.426
H -3.312 1.828 -0.711
C 2.201 -0.468 -1.386
C 3.417 0.441 -1.413
H 1.347 -0.013 -0.852
H 1.848 -0.606 -2.313
H 2.539 -1.478 -1.034
H 3.309 1.079 -2.321
H 4.345 -0.136 -1.511
H 3.446 1.268 -0.635
*
```

Löwdin population analysis, charges in e, atoms 1 to 8: -0.215, -0.066, -0.276, 0.078, 0.144, 0.147, 0.062, 0.158

Model D:
C5H16N3 | ωB97M-V with the def2-TZVPD basis set

## Properties
- orbital gap (Ha) = 0.4239
- E_LUMO (eV) = -3.05
- HOMO (eV) = -14.6

```
! wB97M-V def2-TZVPD RIJCOSX def2/J DEFGRID3
* xyz 1 1
C -2.487 -0.378 1.395
C -2.811 0.499 2.615
H -2.751 0.000 0.410
H -1.473 -0.773 1.356
H -3.147 -1.230 1.566
H -3.549 1.249 2.343
H -1.955 1.060 2.981
H -3.158 -0.088 3.454
C 0.424 1.382 -0.442
C 1.313 2.217 0.464
C 0.919 -0.938 -1.105
N 0.571 -0.065 -0.209
N 1.092 -0.672 -2.393
N 1.396 -2.145 -0.717
H -0.623 1.589 -0.309
H 0.703 1.637 -1.461
H 2.197 1.704 0.844
H 0.831 2.604 1.354
H 0.719 -0.354 0.747
H 1.100 0.255 -2.775
H 1.458 -1.450 -2.917
H 1.229 -2.371 0.252
H 0.929 -2.901 -1.203
H 1.661 3.090 -0.084
*
```

Löwdin population analysis, charges in e, atoms 1 to 8: -0.171, -0.150, 0.060, 0.028, 0.066, 0.068, 0.052, 0.065

Verdict on stability: model B comes out on top.

Model A:
C3H4N3O2 | ωB97M-V with the def2-TZVPD basis set

## Properties
- orbital gap (Ha) = 0.2864
- SMILES = NNC=C=NC(=O)[O-]
- E_LUMO (eV) = 4.16
- HOMO (eV) = -3.6

```
! wB97M-V def2-TZVPD RIJCOSX def2/J DEFGRID3
* xyz -1 1
C 0.454 0.387 -0.645
C 2.846 -0.314 0.423
C -0.822 0.782 -0.772
N 1.582 0.015 -0.614
N -2.094 -0.520 0.755
N -1.837 -0.239 -0.633
O 3.569 -1.157 -0.083
O 2.715 0.441 1.362
H -0.838 1.800 -1.197
H -1.306 -0.066 1.198
H -2.872 -0.007 1.145
H -1.398 -1.122 -0.939
*
```

Löwdin population analysis, charges in e, atoms 1 to 8: -0.204, -0.701, -0.245, 0.173, -0.061, -0.177, -0.014, -0.003

Model B:
C3H4N3O2 | ωB97M-V with the def2-TZVPD basis set

## Properties
- orbital gap (alpha / beta) (Ha) = 0.2193 / 0.2192
- SMILES = O=c1[nH][nH]cc1N[O-]
- E_LUMO (alpha / beta) (eV) = 4.11 / 4.11
- HOMO (alpha / beta) (eV) = -1.9 / -1.9

```
! wB97M-V def2-TZVPD RIJCOSX def2/J DEFGRID3
* xyz -1 1
C 0.146 1.173 0.222
C -0.626 0.030 -0.069
C 0.293 -1.120 -0.023
N 1.556 0.789 0.053
N 1.640 -0.610 -0.027
N -1.960 -0.154 -0.203
O -2.901 0.786 0.063
O 0.194 -2.338 0.018
H -0.248 2.080 -0.133
H 1.955 1.303 -0.743
H 2.298 -0.847 0.690
H -2.349 -1.091 0.153
*
```

Löwdin population analysis, charges in e, atoms 1 to 8: -0.070, -0.258, -0.414, -0.131, 0.017, -0.206, -0.362, 0.005

Verdict on stability: model A comes out on top.

Model A:
C10H13O2 | ωB97M-V with the def2-TZVPD basis set

## Properties
- orbital gap (Ha) = 0.2600
- E_LUMO (eV) = 3.15
- HOMO (eV) = -3.9

```
! wB97M-V def2-TZVPD RIJCOSX def2/J DEFGRID3
* xyz -1 1
C 0.071 1.923 0.624
C -0.271 -1.619 2.024
C -0.378 -1.186 3.363
C -0.194 -0.548 1.050
C 0.145 0.706 1.479
C -0.259 0.128 3.738
C 0.084 1.121 2.830
H -0.468 -2.635 1.814
H -0.810 -1.953 4.101
H -0.172 -0.856 -0.088
H -0.443 0.346 4.713
H 1.063 2.410 0.531
H -0.535 2.753 0.963
H 0.050 2.140 2.974
H -0.192 1.808 -0.486
C 0.767 -0.745 -3.204
C -0.503 -1.203 -2.444
C 0.594 0.819 -3.423
O 1.295 1.536 -2.713
O -0.192 1.074 -4.400
H 1.541 -0.964 -2.560
H 1.008 -1.344 -4.195
H -0.231 -2.050 -1.810
H -1.390 -1.434 -3.001
H -0.581 -0.230 -1.879
*
```

Löwdin population analysis, charges in e, atoms 1 to 8: -0.078, -0.060, -0.133, -0.020, -0.280, -0.115, -0.037, 0.073

Model B:
C10H13O2 | ωB97M-V with the def2-TZVPD basis set

## Properties
- orbital gap (Ha) = 0.2587
- E_LUMO (eV) = 3.30
- HOMO (eV) = -3.7

```
! wB97M-V def2-TZVPD RIJCOSX def2/J DEFGRID3
* xyz -1 1
C -0.157 -3.154 -0.322
C 1.137 -2.338 -0.747
C -0.405 -2.702 1.271
O 0.656 -2.526 1.978
O -1.572 -2.541 1.445
H -1.094 -3.102 -0.790
H 0.088 -4.230 -0.273
H 1.260 -1.509 -0.036
H 1.131 -2.025 -1.773
H 2.040 -2.893 -0.600
C 1.049 2.448 -1.668
C -1.302 0.409 0.462
C -0.468 0.860 -0.573
C -1.404 1.275 1.630
C 0.125 2.131 -0.545
C -0.690 2.482 1.693
C -0.024 2.889 0.522
H -1.584 -0.634 0.439
H -0.468 0.185 -1.394
H -1.962 0.703 2.364
H -0.644 3.075 2.579
H 0.591 2.957 -2.525
H 1.331 1.480 -2.232
H 0.378 3.862 0.467
H 1.989 2.895 -1.371
*
```

Löwdin population analysis, charges in e, atoms 1 to 8: -0.144, -0.134, -0.751, -0.125, -0.053, 0.047, 0.073, 0.052

Verdict on stability: model B comes out on top.

Model A:
C4H6O4 | ωB97M-V with the def2-TZVPD basis set

## Properties
- orbital gap (Ha) = 0.4271
- SMILES = C[C@]1(OC(=O)O)CO1
- E_LUMO (eV) = 0.66
- HOMO (eV) = -11.0

```
! wB97M-V def2-TZVPD RIJCOSX def2/J DEFGRID3
* xyz 0 1
C 0.389 -0.049 -0.019
C 0.027 -0.511 -1.364
C 1.819 0.161 0.391
C -1.795 -0.091 1.166
O -0.409 -0.332 1.064
O -0.147 0.865 -1.035
O -2.310 0.704 0.265
O -2.371 -0.623 2.052
H -1.608 1.016 -0.426
H -0.894 -1.065 -1.507
H 0.809 -0.702 -2.088
H 2.190 -0.754 0.851
H 1.871 0.965 1.125
H 2.427 0.414 -0.474
*
```

Löwdin population analysis, charges in e, atoms 1 to 8: -0.476, -0.036, 0.037, -0.585, 0.100, -0.022, 0.146, 0.165

Model B:
C4H6O4 | ωB97M-V with the def2-TZVPD basis set

## Properties
- orbital gap (Ha) = 0.3978
- SMILES = C=CC(=O)OC(O)O
- E_LUMO (eV) = 0.56
- HOMO (eV) = -10.3

```
! wB97M-V def2-TZVPD RIJCOSX def2/J DEFGRID3
* xyz 0 1
C -0.095 -1.195 -1.112
C 1.229 0.814 -0.219
C 0.504 0.598 1.127
C -0.730 1.065 1.318
O 0.815 0.122 -1.266
O 0.161 -1.817 0.027
O -1.401 -0.807 -1.187
O 2.176 1.553 -0.241
H -0.011 -1.140 0.815
H -1.573 -0.378 -2.035
H 0.270 -1.752 -1.983
H 1.177 0.444 1.962
H -1.143 1.200 2.307
H -1.380 1.294 0.487
*
```

Löwdin population analysis, charges in e, atoms 1 to 8: -0.420, -0.524, -0.106, 0.063, 0.050, 0.050, 0.068, 0.119

Verdict on stability: model A comes out on top.